[1]
A single C4H10O2 molecule. Source: the OMol25 dataset; level of theory: ωB97M-V with the def2-TZVPD basis set.

```
16
C4H10O2 (ωB97M-V with the def2-TZVPD basis set)
C -1.924 0.110 0.415
C -0.429 0.246 0.646
O 0.056 -0.947 1.295
C 0.296 0.613 -0.668
C 1.749 0.150 -0.742
O 1.853 -1.250 -0.627
H -2.433 -0.177 1.340
H -2.359 1.040 0.038
H -2.102 -0.667 -0.343
H -0.220 1.028 1.383
H -0.483 -1.697 1.010
H 0.253 1.708 -0.773
H -0.241 0.197 -1.531
H 2.348 0.664 0.028
H 2.171 0.418 -1.716
H 1.465 -1.437 0.244
```

The SMILES is C[C@@H](O)CCO. The calculation puts the HOMO-LUMO gap at 10.8 eV. As for the total charge: 0. The value obtained for the LUMO energy is 0.901 eV. As for the calculated total energy: -8404.8146 eV.

[2]
A single C3H8N4O molecule in a non-equilibrium geometry. Source: the OMol25 dataset; level of theory: ωB97M-V with the def2-TZVPD basis set.

```
16
C3H8N4O (ωB97M-V with the def2-TZVPD basis set)
N -2.372 0.666 0.391
N -2.425 -0.489 -0.457
C -1.222 -0.747 -0.855
C 0.181 -0.180 -0.576
C 0.561 1.287 -0.104
O 1.771 1.631 -0.685
N 0.860 -1.216 -0.567
N 2.048 -1.168 0.496
H -3.222 0.855 0.830
H -1.793 0.422 1.231
H -1.302 -1.895 -1.257
H -0.319 1.685 -0.655
H 0.394 1.215 0.966
H 2.390 0.972 -0.544
H 2.503 -2.170 0.357
H 1.946 -0.868 1.429
```

The SMILES is N/N=C\C(CO)=N\N. The calculation puts the HOMO-LUMO gap at 9.1 eV. As for the total charge: 0. The value obtained for the LUMO energy is 0.422 eV. As for the calculated total energy: -11243.1176 eV.

[3]
A molecular structure, C22H40Ca2F10N5O38S10 in a non-equilibrium geometry. Source: the OMol25 dataset; level of theory: ωB97M-V with the def2-TZVPD basis set.

```
127
C22H40Ca2F10N5O38S10 (ωB97M-V with the def2-TZVPD basis set)
Ca -3.245 -1.834 -4.952
Ca 3.643 -2.143 -1.078
N -3.158 -1.709 7.716
S -3.936 -3.103 7.115
O -3.129 -4.335 7.070
O -5.061 -3.025 6.178
F -4.869 -3.241 8.390
S -2.768 -1.370 6.299
O -3.717 -0.557 5.503
O -1.852 -2.205 5.577
F -1.607 -0.259 6.789
N 0.912 -0.303 0.430
S -0.778 -0.606 0.316
O -1.243 -0.832 -1.062
O -1.786 -0.099 1.244
F -0.635 -2.194 0.915
S 0.633 1.075 1.145
O 0.624 0.926 2.599
O -0.054 2.196 0.538
F 2.164 1.548 0.987
N -0.905 -4.286 -5.837
S 0.205 -5.010 -4.691
O 1.247 -4.110 -4.142
O 0.423 -6.449 -4.757
F -0.871 -4.982 -3.440
S 0.055 -4.742 -6.972
O -0.239 -6.012 -7.599
O 1.380 -4.157 -7.056
F -0.682 -3.760 -8.048
N 4.705 -5.463 -0.524
S 6.209 -6.106 -0.996
O 6.292 -7.460 -1.656
O 7.334 -5.675 -0.164
F 6.353 -5.077 -2.262
S 4.204 -6.735 0.025
O 4.773 -7.303 1.240
O 3.556 -7.638 -0.934
F 2.842 -6.108 0.573
N 0.165 9.689 2.050
S 0.795 8.473 1.352
O 1.575 7.638 2.307
O 1.098 8.560 -0.077
F -0.516 7.613 1.271
S 1.490 10.695 1.647
O 1.203 11.580 0.531
O 2.895 10.310 1.785
F 1.342 11.708 2.925
C 4.727 3.641 5.841
C 3.951 4.571 6.682
C 2.596 3.941 7.147
O 2.605 4.145 8.549
C 3.761 4.465 8.953
O 4.051 4.561 10.174
O 4.524 4.768 7.950
H 4.957 2.764 6.445
H 5.633 4.052 5.395
H 4.053 3.288 5.060
H 3.827 5.522 6.165
H 2.493 2.890 6.877
H 1.839 4.579 6.690
C 6.284 5.915 0.419
C 7.010 7.002 -0.325
C 8.416 7.220 0.089
O 9.140 7.352 -1.150
C 8.277 6.974 -2.156
O 8.680 6.979 -3.280
O 7.083 6.669 -1.684
H 6.132 6.239 1.449
H 6.685 4.902 0.450
H 5.262 5.760 0.073
H 6.492 7.952 -0.456
H 8.799 6.343 0.611
H 8.612 8.090 0.715
C 1.763 2.137 -7.605
O 1.596 2.520 -6.281
C 0.983 1.810 -5.290
O 0.317 0.777 -5.428
O 1.267 2.426 -4.087
C 2.043 3.664 -4.014
H 0.869 2.206 -8.226
H 2.187 1.152 -7.797
H 2.339 2.923 -8.093
H 1.581 4.388 -4.685
H 3.067 3.625 -4.386
H 2.052 4.086 -3.009
C -5.438 -5.772 -0.050
O -6.001 -4.621 0.481
C -6.029 -3.454 -0.158
O -5.597 -3.263 -1.305
O -6.925 -2.566 0.492
C -7.329 -2.711 1.847
H -5.036 -5.702 -1.061
H -6.249 -6.499 0.000
H -4.576 -6.028 0.565
H -8.345 -2.364 2.040
H -6.644 -2.211 2.532
H -7.393 -3.777 2.063
C -5.676 -11.296 0.363
C -4.387 -12.173 0.304
O -3.195 -11.619 -0.279
C -2.442 -10.651 0.295
O -1.531 -10.112 -0.308
O -2.873 -10.270 1.547
C -2.183 -9.196 2.243
H -6.597 -11.847 0.555
H -5.857 -10.809 -0.595
H -5.517 -10.568 1.158
H -4.521 -13.098 -0.257
H -4.116 -12.534 1.296
H -2.095 -8.212 1.784
H -1.140 -9.496 2.348
H -2.565 -9.130 3.262
C -4.517 6.292 -5.539
C -3.242 5.755 -4.904
O -3.508 4.315 -4.765
C -4.045 3.674 -3.800
O -4.297 2.429 -3.849
O -4.205 4.501 -2.780
C -4.614 4.084 -1.490
H -5.362 6.195 -4.857
H -4.766 5.892 -6.522
H -4.543 7.358 -5.767
H -3.023 6.149 -3.912
H -2.474 6.006 -5.636
H -5.545 3.522 -1.408
H -4.766 4.983 -0.894
H -3.856 3.406 -1.098
```

The calculation puts the HOMO-LUMO gap at 1.6 eV. As for the total charge: -1. The value obtained for the LUMO energy is -5.160 eV. As for the calculated total energy: -281102.8592 eV.

[4]
A molecular structure, C22H22Cl3GaGeN5O2PS2. Source: the OMol25 dataset; level of theory: ωB97M-V with the def2-TZVPD basis set.

```
59
C22H22Cl3GaGeN5O2PS2 (ωB97M-V with the def2-TZVPD basis set)
Ga 0.039 -0.919 -0.737
C 2.552 0.763 -4.202
C 3.613 1.463 -3.639
C 3.729 1.484 -2.269
C 2.797 0.787 -1.487
N 1.797 0.084 -2.029
C 1.680 0.102 -3.366
N 2.960 0.905 -0.122
C 2.353 0.198 0.753
N 1.407 -0.825 0.642
C 1.169 -1.325 1.925
N 0.452 -2.294 2.345
C -0.341 -3.124 1.585
C -0.837 -4.250 2.258
C -1.710 -5.098 1.620
C -2.088 -4.797 0.317
C -1.543 -3.686 -0.286
N -0.665 -2.865 0.310
C 1.954 -0.541 2.893
C 2.054 -0.638 4.270
C 2.896 0.263 4.905
C 3.619 1.214 4.181
C 3.524 1.291 2.800
C 2.670 0.396 2.178
H 2.389 0.730 -5.269
H 4.323 1.993 -4.261
H 4.510 2.026 -1.758
H 0.843 -0.433 -3.784
H -0.521 -4.403 3.279
H -2.103 -5.969 2.127
H -2.788 -5.409 -0.233
H -1.812 -3.446 -1.302
H 1.491 -1.382 4.815
H 3.000 0.232 5.982
H 4.268 1.898 4.712
H 4.086 2.012 2.222
C -5.205 1.641 -2.377
C -4.124 2.345 -1.595
O -3.658 1.448 -0.553
P -2.114 1.287 -0.282
S -1.765 -0.182 0.988
S -1.061 0.913 -1.955
O -1.746 2.728 0.297
C -0.377 2.989 0.692
C -0.328 3.290 2.170
H -5.597 2.305 -3.148
H -6.024 1.347 -1.721
H -4.803 0.749 -2.857
H -4.488 3.245 -1.099
H -3.287 2.617 -2.241
H -0.035 3.824 0.081
H 0.245 2.121 0.455
H -0.949 4.151 2.411
H 0.699 3.502 2.469
H -0.683 2.429 2.737
Cl -0.017 -2.343 -2.531
Ge -2.440 -1.885 -3.606
Cl -1.526 -0.952 -5.412
Cl -2.482 -4.001 -4.297
```

The calculation puts the HOMO-LUMO gap at 7.6 eV. As for the total charge: 0. The value obtained for the LUMO energy is -0.878 eV. As for the calculated total energy: -212144.4292 eV.

[5]
20 unconnected molecules or ions with the total composition C25H46Cl38N3O3P in a non-equilibrium geometry. Source: the OMol25 dataset; level of theory: ωB97M-V with the def2-TZVPD basis set.

```
116
C25H46Cl38N3O3P (ωB97M-V with the def2-TZVPD basis set)
N 5.858 0.261 0.686
C 5.010 0.441 -0.166
C 3.777 0.293 -1.169
C 4.126 -0.389 -2.587
C 5.657 -0.827 -2.778
O 6.276 -0.341 -3.782
O 6.378 -1.742 -1.963
C 2.517 -0.529 -0.549
C 2.306 -0.055 0.977
N 2.207 0.364 2.111
P 0.964 0.030 -1.559
N 0.864 -1.130 -2.895
O -0.462 -0.108 -0.603
H 3.374 1.364 -1.367
H 3.895 0.410 -3.398
H 3.473 -1.298 -2.855
H 5.765 -2.296 -1.414
H 2.674 -1.667 -0.654
H 0.180 -0.829 -3.610
H 0.635 -2.075 -2.527
H -0.552 -1.001 -0.193
C 2.719 -1.429 -5.925
Cl 2.038 0.186 -6.153
Cl 1.443 -2.645 -5.780
H 3.346 -1.673 -6.781
H 3.318 -1.435 -5.016
C 5.182 0.251 4.138
Cl 3.736 1.109 4.679
Cl 6.521 0.467 5.273
H 4.953 -0.811 4.058
H 5.479 0.639 3.164
C -1.228 0.473 3.255
Cl -2.436 -0.282 2.206
Cl -1.681 0.321 4.956
H -0.267 -0.016 3.098
H -1.150 1.529 3.001
C -3.830 0.715 7.983
Cl -5.284 1.550 8.539
Cl -2.501 0.913 9.132
H -4.050 -0.347 7.875
H -3.530 1.129 7.020
C 8.754 1.492 2.827
Cl 10.447 1.243 2.382
Cl 8.212 3.117 2.391
H 8.138 0.761 2.303
H 8.648 1.361 3.904
C -0.520 -5.431 -6.595
Cl -1.717 -6.189 -7.652
Cl -0.985 -5.577 -4.896
H 0.443 -5.919 -6.742
H -0.440 -4.375 -6.851
C 2.315 4.052 -2.994
Cl 3.339 3.082 -4.060
Cl 1.265 3.021 -2.014
H 2.950 4.642 -2.334
H 1.697 4.714 -3.600
C 2.631 -3.607 2.844
Cl 1.383 -4.616 2.103
Cl 3.020 -2.216 1.822
H 2.270 -3.247 3.807
H 3.531 -4.205 2.988
C -3.911 -3.636 -8.753
Cl -4.114 -2.239 -7.690
Cl -3.871 -3.146 -10.452
H -2.974 -4.136 -8.507
H -4.745 -4.321 -8.602
C -7.143 4.771 9.381
Cl -7.820 6.389 9.161
Cl -8.423 3.561 9.548
H -6.533 4.522 8.516
H -6.530 4.763 10.280
C 9.300 3.684 -0.989
Cl 7.942 4.007 -2.075
Cl 10.442 5.033 -0.977
H 8.918 3.534 0.020
H 9.816 2.786 -1.326
C -9.212 0.178 9.052
Cl -8.196 -0.789 7.977
Cl -10.258 -0.850 10.040
H -8.572 0.767 9.708
H -9.833 0.841 8.451
C -6.756 -0.892 -11.621
Cl -6.956 0.505 -10.555
Cl -6.721 -0.400 -13.318
H -5.819 -1.391 -11.377
H -7.590 -1.576 -11.468
C -7.983 1.669 -6.932
Cl -9.440 2.503 -6.379
Cl -6.659 1.861 -5.776
H -8.204 0.607 -7.044
H -7.678 2.086 -7.891
C -3.730 5.349 7.696
Cl -4.935 4.594 6.644
Cl -4.178 5.206 9.401
H -2.770 4.857 7.541
H -3.649 6.405 7.440
C -9.890 -2.229 -6.891
Cl -9.661 -3.978 -6.998
Cl -8.834 -1.376 -8.025
H -10.927 -1.993 -7.128
H -9.659 -1.902 -5.878
C 8.565 -4.385 -0.556
Cl 7.372 -5.138 -1.621
Cl 8.085 -4.522 1.140
H 9.525 -4.881 -0.694
H 8.654 -3.330 -0.815
C -5.422 -2.333 3.365
Cl -6.450 -3.551 2.601
Cl -5.278 -2.618 5.104
H -4.430 -2.374 2.917
H -5.859 -1.348 3.203
C 7.889 3.354 6.728
Cl 9.583 3.105 6.283
Cl 7.347 4.979 6.291
H 7.274 2.623 6.205
H 7.783 3.223 7.805
```

The calculation puts the HOMO-LUMO gap at 9.1 eV. As for the total charge: 0. The value obtained for the LUMO energy is -0.551 eV. As for the calculated total energy: -522421.8969 eV.

[6]
A molecular structure, C6H14AlBClO2S in a non-equilibrium geometry. Source: the OMol25 dataset; level of theory: ωB97M-V with the def2-TZVPD basis set.

```
26
C6H14AlBClO2S (ωB97M-V with the def2-TZVPD basis set)
C 0.434 0.283 2.719
C -0.792 0.153 2.164
Al -1.143 0.112 0.182
Cl -3.298 0.782 -0.068
C -1.088 -1.765 -0.539
C 0.295 -2.335 -0.968
C 1.505 -1.539 -0.480
S 3.009 -2.607 -0.567
C -0.046 1.460 -0.841
B -0.712 2.863 -0.839
O -1.334 3.374 -1.969
O -0.725 3.677 0.296
H 1.117 1.098 2.483
H 0.795 -0.412 3.485
H -1.647 0.016 2.835
H -1.534 -2.446 0.187
H -1.744 -1.759 -1.413
H 0.391 -3.333 -0.533
H 0.335 -2.497 -2.046
H 1.712 -0.731 -1.174
H 1.391 -1.177 0.537
H 3.492 -2.523 0.679
H 0.165 1.144 -1.868
H 0.909 1.545 -0.306
H -1.634 2.612 -2.472
H 0.145 4.003 0.517
```

The calculation puts the HOMO-LUMO gap at 7.2 eV. As for the total charge: -1. The value obtained for the LUMO energy is 2.821 eV. As for the calculated total energy: -41180.2770 eV.

Number 5 is which compound? C25H46Cl38N3O3P